1.
This record from the Open Molecules 2025 dataset describes a structure of composition C30H80CsO10 in a non-equilibrium geometry. The level of theory is the ωB97M-V functional and the def2-TZVPD basis.

```
! RIJCOSX wB97M-V def2-TZVPD def2/J DEFGRID3
* xyz 1 1
Cs -0.18 -0.59 -0.25
C 0.75 0.67 -3.88
C -0.14 1.90 -3.45
C -0.79 2.49 -4.65
O -1.04 1.33 -2.49
H 1.12 0.09 -3.04
H 1.59 0.96 -4.50
H 0.09 0.10 -4.55
H 0.58 2.60 -3.01
H -1.63 1.96 -5.05
H -0.03 2.62 -5.43
H -1.05 3.53 -4.46
H -1.73 1.98 -2.26
C -0.04 -4.79 -3.01
C 1.20 -4.02 -2.61
C 1.78 -3.21 -3.73
O 0.90 -3.03 -1.57
H -0.75 -4.18 -3.58
H -0.54 -5.08 -2.09
H 0.19 -5.69 -3.64
H 1.97 -4.68 -2.28
H 2.73 -2.76 -3.45
H 1.19 -2.38 -4.05
H 1.99 -3.79 -4.62
H 0.63 -3.47 -0.75
C 2.84 5.64 -0.75
C 1.98 4.43 -0.57
C 2.78 3.14 -0.71
O 1.37 4.52 0.77
H 2.20 6.51 -0.72
H 3.39 5.66 -1.71
H 3.52 5.71 0.09
H 1.13 4.38 -1.26
H 2.17 2.28 -0.40
H 3.73 3.19 -0.15
H 3.08 2.94 -1.74
H 2.05 4.80 1.38
C 2.56 0.77 5.57
C 3.39 0.12 4.50
C 2.62 0.07 3.14
O 4.60 0.86 4.18
H 1.61 0.33 5.79
H 2.50 1.84 5.36
H 3.10 0.55 6.49
H 3.60 -0.91 4.82
H 3.33 -0.36 2.43
H 2.23 1.03 2.82
H 1.83 -0.65 3.24
H 5.10 1.15 4.96
C -4.58 -2.31 3.14
C -3.09 -2.65 2.98
C -2.80 -4.01 3.59
O -2.59 -2.56 1.60
H -4.83 -1.29 2.80
H -4.91 -2.34 4.18
H -5.21 -3.00 2.54
H -2.53 -1.87 3.50
H -3.36 -4.74 2.98
H -3.15 -4.05 4.64
H -1.74 -4.18 3.53
H -3.15 -3.04 0.98
C 0.93 -5.10 2.45
C 1.16 -3.73 2.03
C 2.50 -3.51 1.35
O 0.17 -3.17 1.09
H -0.04 -5.16 2.94
H 1.67 -5.46 3.15
H 0.93 -5.79 1.59
H 1.16 -3.09 2.90
H 2.50 -2.47 1.04
H 2.59 -4.09 0.45
H 3.36 -3.73 1.95
H -0.73 -3.22 1.44
C -4.38 4.34 -0.27
C -3.40 4.10 -1.39
C -1.96 4.35 -1.00
O -3.43 2.67 -1.70
H -4.68 5.36 -0.23
H -3.93 4.02 0.71
H -5.27 3.73 -0.46
H -3.75 4.60 -2.32
H -1.88 5.29 -0.48
H -1.37 4.31 -1.90
H -1.60 3.57 -0.36
H -4.24 2.53 -2.20
C -4.30 -0.55 -1.20
C -3.76 -1.61 -2.11
C -3.50 -1.05 -3.50
O -2.54 -2.10 -1.45
H -4.58 -1.03 -0.26
H -5.19 -0.05 -1.63
H -3.57 0.22 -0.88
H -4.52 -2.42 -2.16
H -2.75 -0.28 -3.43
H -4.45 -0.76 -3.94
H -3.08 -1.85 -4.17
H -2.09 -2.58 -2.15
C -1.55 3.54 2.87
C -1.02 2.19 2.55
C -2.12 1.15 2.47
O -0.31 2.22 1.26
H -0.81 4.29 2.68
H -1.89 3.69 3.90
H -2.34 3.71 2.14
H -0.29 1.92 3.34
H -2.80 1.30 3.32
H -1.69 0.15 2.50
H -2.64 1.33 1.55
H 0.14 3.09 1.26
C 4.89 -1.52 -0.30
C 4.08 -0.41 -0.91
C 4.47 -0.19 -2.40
O 2.66 -0.67 -0.89
H 4.72 -2.45 -0.84
H 4.79 -1.68 0.78
H 5.95 -1.26 -0.45
H 4.22 0.51 -0.38
H 3.95 0.72 -2.75
H 4.09 -0.99 -3.03
H 5.50 -0.05 -2.62
H 2.44 -1.38 -1.53
*
```

## Properties
Orbital gap = 10.59 eV
Largest force on an atom = 0.05568 hartree/bohr



2.
This record from the Open Molecules 2025 dataset describes a structure of composition C45H36GeIIrNO2P. The level of theory is the ωB97M-V functional and the def2-TZVPD basis.

```
! RIJCOSX wB97M-V def2-TZVPD def2/J DEFGRID3
* xyz 1 2
Ir -1.29 0.01 0.29
I -0.61 -0.34 2.82
C 0.88 1.06 3.31
C 1.54 0.61 4.42
C 2.51 1.39 5.07
C 2.77 2.63 4.59
C 2.11 3.12 3.44
C 2.42 4.43 3.01
C 1.82 4.97 1.92
C 0.92 4.19 1.19
C 0.60 2.90 1.55
P -0.54 2.17 0.32
C 0.18 2.61 -1.28
C -0.64 2.67 -2.41
C -0.07 2.78 -3.68
C 1.31 2.83 -3.82
C 2.13 2.76 -2.69
C 1.56 2.65 -1.43
C -2.08 3.11 0.52
C -2.31 4.32 -0.15
C -3.48 5.02 0.06
C -4.44 4.53 0.95
C -4.21 3.35 1.63
C -3.04 2.64 1.42
C 1.16 2.33 2.73
H 1.32 -0.37 4.82
H 3.02 1.00 5.94
H 3.49 3.28 5.08
H 3.14 5.00 3.59
H 2.04 5.98 1.60
H 0.48 4.62 0.30
H -1.71 2.58 -2.32
H -0.71 2.83 -4.55
H 1.75 2.92 -4.80
H 3.20 2.78 -2.80
H 2.21 2.59 -0.56
H -1.57 4.71 -0.84
H -3.65 5.95 -0.47
H -5.35 5.08 1.11
H -4.95 2.97 2.32
H -2.88 1.72 1.97
O -3.87 -0.55 -1.40
C -3.88 -1.29 -0.44
C -4.93 -2.31 -0.08
C -4.46 -2.86 1.27
C -3.13 -2.19 1.51
O -2.42 -2.36 2.49
N -2.85 -1.32 0.49
H -4.93 -3.07 -0.86
H -5.91 -1.85 -0.07
H -4.33 -3.95 1.29
H -5.12 -2.61 2.10
C -0.09 -0.40 -1.06
Ge 0.86 -2.15 -1.00
C 1.87 -2.21 -2.66
C 3.25 -2.40 -2.68
C 3.94 -2.42 -3.89
C 3.26 -2.25 -5.08
C 1.89 -2.07 -5.08
C 1.19 -2.05 -3.88
C 2.06 -1.98 0.52
C 3.03 -0.97 0.46
C 3.89 -0.75 1.53
C 3.80 -1.54 2.67
C 2.83 -2.53 2.75
C 1.96 -2.74 1.68
C -0.47 -3.56 -0.94
C -0.28 -4.76 -0.25
C -1.24 -5.77 -0.30
C -2.39 -5.60 -1.07
C -2.57 -4.42 -1.78
C -1.62 -3.41 -1.70
H 0.17 0.30 -1.86
H 3.79 -2.54 -1.76
H 5.01 -2.57 -3.89
H 3.80 -2.27 -6.02
H 1.35 -1.94 -6.01
H 0.12 -1.91 -3.90
H 3.14 -0.37 -0.43
H 4.65 0.03 1.47
H 4.48 -1.38 3.50
H 2.75 -3.14 3.64
H 1.19 -3.50 1.78
H 0.62 -4.94 0.31
H -1.08 -6.69 0.24
H -3.12 -6.39 -1.13
H -3.45 -4.29 -2.40
H -1.80 -2.49 -2.25
*
```

## Properties
Orbital gap (spin up / spin down) = 7.60 / 6.83 eV
Largest force on an atom = 0.01476 hartree/bohr
Energy above the lowest of the compared OMol25 structures with the same formula, charge and spin = 0.256 eV



3.
This record from the Open Molecules 2025 dataset describes a structure of composition C26H19F6GeNO4S4Ta in a non-equilibrium geometry. The level of theory is the ωB97M-V functional and the def2-TZVPD basis.

```
! RIJCOSX wB97M-V def2-TZVPD def2/J DEFGRID3
* xyz 2 2
Ta -1.04 -0.78 -1.35
S -1.89 0.47 0.46
C -1.41 -0.24 1.97
C -1.97 0.19 3.18
C -1.52 -0.38 4.36
C -0.52 -1.35 4.35
C 0.02 -1.79 3.16
C -0.45 -1.25 1.96
S 0.13 -1.86 0.44
H -2.74 0.95 3.17
H -1.96 -0.06 5.30
H -0.16 -1.76 5.29
H 0.78 -2.56 3.14
C 3.96 -2.24 -4.69
C 3.66 -0.93 -5.05
C 2.86 -0.15 -4.22
C 2.35 -0.68 -3.04
C 2.68 -1.99 -2.68
C 3.48 -2.77 -3.51
Ge 1.19 0.40 -1.92
C 2.31 0.83 -0.33
C 1.74 1.31 0.90
C 2.53 1.93 1.81
C 3.93 2.03 1.56
C 4.52 1.50 0.38
C 3.73 0.87 -0.53
C 0.81 2.08 -2.81
C 0.35 2.09 -4.13
C 0.00 3.29 -4.75
C 0.10 4.49 -4.05
C 0.57 4.49 -2.75
C 0.92 3.30 -2.13
H 4.60 -2.84 -5.33
H 4.05 -0.52 -5.97
H 2.66 0.88 -4.49
H 2.32 -2.41 -1.74
H 3.72 -3.79 -3.23
H 0.68 1.21 1.09
H 2.11 2.34 2.72
H 4.57 2.50 2.30
H 5.58 1.60 0.21
H 4.16 0.44 -1.43
H 0.26 1.17 -4.69
H -0.34 3.29 -5.77
H -0.20 5.41 -4.53
H 0.68 5.43 -2.22
H 1.29 3.32 -1.11
F -4.71 -0.33 -4.59
C -3.97 0.63 -4.12
F -3.37 1.32 -5.05
F -4.61 1.39 -3.27
S -2.63 -0.20 -3.06
O -1.92 0.87 -2.31
O -3.16 -1.15 -2.07
N -1.57 -0.98 -3.94
S -1.01 -2.45 -3.58
O -0.27 -3.04 -4.62
O -0.26 -2.28 -2.25
C -2.34 -3.75 -3.07
F -3.45 -3.49 -3.73
F -1.78 -4.89 -3.43
F -2.52 -3.70 -1.79
*
```

## Properties
Orbital gap (spin up / spin down) = 6.88 / 4.51 eV
Largest force on an atom = 0.11954 hartree/bohr



4.
This record from the Open Molecules 2025 dataset describes a structure of composition CH2CsFO in a non-equilibrium geometry. The level of theory is the ωB97M-V functional and the def2-TZVPD basis.

```
! RIJCOSX wB97M-V def2-TZVPD def2/J DEFGRID3
* xyz 0 1
C -0.76 0.80 -0.89
O -0.21 -0.17 -0.47
H -1.58 0.83 -1.61
F -0.49 2.00 -0.39
Cs 2.79 -1.53 1.01
H 0.25 -1.94 2.35
*
```

## Properties
Orbital gap (spin up / spin down) = 4.83 / 4.83 eV
Largest force on an atom = 0.03718 hartree/bohr
Energy above the lowest of the compared OMol25 structures with the same formula, charge and spin = 0.000 eV



5.
This record from the Open Molecules 2025 dataset describes a structure of composition H24Na2O16S in a non-equilibrium geometry. The level of theory is the ωB97M-V functional and the def2-TZVPD basis.

```
! RIJCOSX wB97M-V def2-TZVPD def2/J DEFGRID3
* xyz 0 1
Na 2.86 1.62 2.54
Na -1.36 1.51 2.62
S 0.09 0.41 0.13
O 0.37 -1.03 0.14
O 0.80 1.07 1.22
O 0.38 0.92 -1.21
O -1.34 0.58 0.47
O 1.58 -1.89 2.38
H 2.39 -1.42 2.56
H 1.30 -1.56 1.52
O -3.59 -0.48 1.20
H -2.77 -0.07 0.91
H -3.32 -1.35 1.51
O -1.65 -2.75 0.28
H -1.95 -2.60 -0.61
H -0.94 -2.12 0.41
O 1.84 -3.18 -1.04
H 1.23 -2.54 -0.66
H 2.44 -2.65 -1.57
O 0.35 -4.25 1.28
H 0.87 -3.53 1.63
H -0.29 -3.83 0.71
O -3.36 1.44 -1.14
H -4.24 1.12 -0.93
H -2.79 0.98 -0.52
O 0.34 -0.65 -3.46
H 0.51 0.22 -3.81
H 0.15 -0.51 -2.53
O 1.02 3.71 -1.17
H 0.83 2.77 -1.22
H 1.72 3.84 -1.82
O 3.02 1.02 -1.62
H 2.08 0.92 -1.50
H 3.12 1.59 -2.38
O 1.61 3.86 1.72
H 1.74 4.69 1.27
H 1.23 3.28 1.05
O -0.97 -0.98 3.08
H -1.09 -1.84 3.48
H -0.30 -1.11 2.42
O -1.26 1.76 -2.80
H -2.08 1.54 -2.36
H -0.58 1.50 -2.19
*
```

## Properties
Orbital gap = 7.03 eV
Largest force on an atom = 0.04844 hartree/bohr
Energy above the lowest of the compared OMol25 structures with the same formula, charge and spin = 1.614 eV